61
Properties=species:S:1:pos:R:3:forces:R:3 method="wB97M-V/def2-TZVPD" multiplicity=1 e_lumo_ev=0.58 relative_energy_kcal_mol=0.0 orbital_gap_ev=8.1
Ni -0.48466 0.24991 -0.86877 0.2 -0.3 -0.4
C -2.42616 -1.23072 1.59843 0.0 0.0 0.0
P -2.13115 -1.04252 -0.18097 0.0 0.1 0.1
C -2.20693 -2.75142 -0.78822 0.0 0.0 0.0
C -3.67614 -0.29298 -0.82205 0.0 0.0 0.0
C -3.42802 0.15668 -2.26315 0.0 0.0 0.0
P -1.91343 1.18836 -2.23026 0.1 0.1 0.1
C -1.35150 1.38628 -3.93455 0.0 0.0 0.0
C -2.52515 2.83200 -1.77421 0.0 0.0 0.0
H -3.40866 -1.67099 1.77732 0.0 0.0 0.0
H -2.35823 -0.25333 2.07287 0.0 0.0 0.0
H -1.65553 -1.88208 2.01056 0.0 0.0 0.0
H -3.16241 -3.19942 -0.50929 0.0 0.0 0.0
H -1.39221 -3.31529 -0.33599 0.0 0.0 0.0
H -2.07863 -2.79010 -1.86826 0.0 0.0 0.0
H -3.88042 0.57448 -0.18790 0.0 0.0 0.0
H -4.51597 -0.98509 -0.73112 0.0 0.0 0.0
H -4.27345 0.71474 -2.67012 0.0 0.0 0.0
H -3.24036 -0.69716 -2.91998 0.0 0.0 0.0
H -2.15067 1.78024 -4.56391 0.0 0.0 0.0
H -1.00016 0.42673 -4.31010 0.0 0.0 0.0
H -0.51148 2.08167 -3.92777 0.0 0.0 0.0
H -3.23982 3.18484 -2.51949 0.0 0.0 0.0
H -1.67352 3.50988 -1.72505 0.0 0.0 0.0
H -2.99183 2.79632 -0.79187 0.0 0.0 0.0
S 0.22515 -1.55240 -2.67607 0.0 0.1 0.1
C 1.87732 -1.42228 -2.90168 0.0 0.0 -0.2
N 3.02428 -1.36490 -3.06611 0.0 0.0 0.1
N 0.99041 2.86874 -1.23742 0.0 0.0 0.0
C 0.51119 1.82392 -1.09508 -0.1 0.0 -0.1
C 0.27433 3.55805 1.75014 0.0 0.1 0.0
C -0.92410 2.76983 1.51289 0.1 -0.1 0.1
N -1.84258 2.10792 1.32851 -0.2 0.1 0.1
H 0.25978 3.97102 2.75748 0.0 0.0 0.0
H 0.33903 4.35997 1.01757 0.0 0.0 0.0
H 1.14034 2.91182 1.62606 0.0 0.0 0.0
C 3.76244 1.57350 0.33802 0.0 0.0 0.0
C 3.26424 0.39070 -0.45289 0.0 0.0 0.0
O 2.46922 -0.47675 0.39895 0.0 0.0 0.0
P 0.89892 -0.60742 0.54820 0.0 0.1 0.0
O 0.77352 -2.18550 0.80733 0.0 0.0 0.0
C 1.55724 -3.18093 0.10441 0.0 0.0 0.0
C 2.18224 -4.10433 1.12211 0.0 0.0 0.0
O 0.57766 -0.05373 2.01261 0.0 0.0 0.0
C 1.33184 -0.48479 3.16370 0.0 0.0 0.0
C 1.78297 0.73635 3.92970 0.0 0.0 0.0
H 4.41874 2.17664 -0.29050 0.0 0.0 0.0
H 4.32364 1.24613 1.21488 0.0 0.0 0.0
H 2.93108 2.20652 0.64460 0.0 0.0 0.0
H 4.07557 -0.23777 -0.81053 0.0 0.0 0.0
H 2.67478 0.69075 -1.31298 0.0 0.0 0.0
H 2.31418 -2.68981 -0.50450 0.0 0.0 0.0
H 0.88117 -3.70741 -0.56823 0.0 0.0 0.0
H 2.87410 -3.55810 1.76433 0.0 0.0 0.0
H 2.73822 -4.89074 0.60997 0.0 0.0 0.0
H 1.41969 -4.57070 1.74706 0.0 0.0 0.0
H 2.18468 -1.08569 2.84673 0.0 0.0 0.0
H 0.67273 -1.11363 3.76389 0.0 0.0 0.0
H 2.46367 1.33495 3.32290 0.0 0.0 0.0
H 2.30321 0.43834 4.84095 0.0 0.0 0.0
H 0.92561 1.35073 4.20687 0.0 0.0 0.0



10
Properties=species:S:1:pos:R:3:forces:R:3 method="wB97M-V/def2-TZVPD" multiplicity=1 e_lumo_ev=-0.59 relative_energy_kcal_mol=47.3 orbital_gap_ev=10.1
H -0.67684 1.68739 -0.75558 -0.5 -0.1 0.0
N 0.04058 1.07932 -0.39554 -0.4 0.0 -0.1
C -0.30955 -0.04898 0.06572 0.1 0.5 -0.2
C -1.73410 -0.56435 0.12867 -0.1 -0.4 0.1
O -2.05974 -1.66022 0.49420 0.3 0.6 -0.2
O 0.68781 -0.82341 0.51628 0.1 0.3 0.0
C 1.88359 -0.09831 0.14738 0.6 -0.1 0.4
O 2.54661 0.48523 0.93326 -0.3 -0.7 -0.3
H -2.46757 0.19463 -0.21601 0.1 -0.1 0.1
H 2.08919 -0.25131 -0.91837 0.1 0.0 0.1



25
Properties=species:S:1:pos:R:3:forces:R:3 method="wB97M-V/def2-TZVPD" multiplicity=1 e_lumo_ev=0.94 smiles=CCN(CC)CC.O relative_energy_kcal_mol=20.1 orbital_gap_ev=9.5
C 0.64973 -1.07996 2.06373 0.8 -1.1 0.6
C 0.36128 0.30732 1.54213 -0.1 -0.7 -0.2
N 0.06031 0.21448 0.10751 -0.3 0.5 0.2
C -1.40693 0.30151 -0.14549 1.4 -1.1 0.2
C -2.00543 1.68691 -0.00294 0.0 -0.3 0.0
C 0.81772 1.14335 -0.69558 0.5 0.7 -0.8
C 0.88070 0.72117 -2.16152 -1.0 -0.1 0.0
H -0.11772 -1.80601 1.79308 -0.3 0.2 0.1
H 0.83824 -1.16313 3.13956 -0.5 0.4 0.1
H 1.57096 -1.53323 1.68683 0.1 0.4 -0.5
H -0.52505 0.65967 2.07380 0.2 0.5 0.2
H 1.23755 0.94375 1.69183 -0.3 0.2 0.2
H -1.82965 -0.45267 0.52230 -0.3 0.3 0.3
H -1.53685 -0.16401 -1.11708 -0.4 0.4 -0.4
H -1.55659 2.22350 0.83761 0.0 0.0 -0.1
H -3.06872 1.59526 0.21055 -0.1 0.2 -0.3
H -1.82410 2.25407 -0.91681 -0.3 0.1 0.1
H 1.84370 1.25909 -0.32384 -0.1 -0.6 0.1
H 0.47215 2.18736 -0.66434 -0.4 0.0 0.2
H 0.99344 -0.35675 -2.20602 0.8 -0.2 -0.1
H 1.63141 1.29750 -2.69814 0.1 -0.3 -0.1
H -0.07770 0.83990 -2.69136 0.1 0.5 0.2
O 0.61710 -2.98557 -0.67122 0.6 -0.7 -0.4
H 1.05047 -2.17356 -0.37957 -0.8 0.1 0.1
H -0.32526 -2.97419 -0.49844 0.1 0.6 0.2



76
Properties=species:S:1:pos:R:3:forces:R:3 method="wB97M-V/def2-TZVPD" multiplicity=1 charge=+2 e_lumo_ev=-9.53 orbital_gap_ev=2.4
C 7.53924 -2.22789 -0.65544 -0.6 0.6 0.9
C 6.32775 -1.22569 -0.73728 -1.1 -1.7 -0.5
C 5.70815 -1.07953 -2.16796 0.2 0.9 0.3
C 4.60114 0.03926 -2.23854 1.1 -0.3 -0.9
O 3.57422 -0.13386 -1.25239 0.7 0.6 0.8
C 3.08644 1.08796 -0.74288 -2.0 0.0 -2.7
N 4.04245 1.81077 0.13771 1.4 0.7 0.9
C 1.65524 0.95378 -0.09900 1.0 0.3 0.9
C 1.62606 -0.30622 0.83351 0.3 -0.5 0.0
C 2.93286 -0.54858 1.65707 0.4 0.1 0.0
C 3.44708 0.37316 2.80430 -1.0 0.2 -0.1
N 3.65390 -1.57611 1.45134 0.0 0.3 -0.2
O 0.77590 0.90721 -1.23412 0.2 -0.9 0.9
C -0.54022 0.45389 -0.95228 -2.0 0.3 -1.4
C -1.52053 1.37851 -1.79545 0.8 0.7 0.9
C -2.83285 1.75103 -1.03900 -0.9 -0.1 -1.1
C -4.01395 0.72423 -1.20159 -0.1 0.7 0.7
C -5.39779 1.45652 -1.08194 -0.3 -0.4 0.2
C -6.00069 1.48348 0.36282 -0.6 0.3 0.1
C -6.90881 0.24001 0.68968 -0.1 0.0 -0.1
C -6.08056 -1.09400 0.76115 0.2 1.0 -0.3
S -7.18641 -2.49992 1.15658 -0.1 -0.5 -0.3
C -6.34740 -4.01813 0.75909 1.7 -0.8 0.7
N -5.49925 -4.69488 1.52752 -1.3 1.7 -0.3
N -5.13052 -5.79907 0.86351 -0.1 -1.2 -1.9
C -5.74170 -5.80378 -0.31150 0.5 0.9 2.2
O -6.51177 -4.69453 -0.41079 -0.5 0.1 -0.8
C -0.76546 -1.06317 -1.33424 0.2 -0.1 0.1
F -1.89254 -1.28326 -2.02971 0.6 0.2 0.4
F -0.88135 -1.81493 -0.19162 0.4 0.3 -0.8
F 0.26065 -1.54222 -2.08824 -0.6 0.2 0.8
B 1.37461 2.38048 0.64441 -0.1 0.7 0.0
O 1.61293 3.51864 -0.16228 1.1 -1.3 0.9
C 0.88482 2.62317 2.14276 -0.5 0.4 0.1
C -0.47853 1.92756 2.53447 0.0 0.5 0.9
H 8.28136 -1.81522 0.06651 -0.1 -0.5 -0.8
H 7.97536 -2.44695 -1.64708 -0.1 0.2 0.7
H 7.15635 -3.15431 -0.16965 0.4 0.5 -0.6
H 6.58278 -0.18625 -0.33052 0.2 0.0 -0.3
H 5.52735 -1.62732 -0.07824 0.5 0.6 -0.1
H 5.31722 -2.04886 -2.55610 0.2 0.6 0.6
H 6.55418 -0.79866 -2.84368 -0.8 -0.1 0.2
H 4.17807 0.05588 -3.26972 0.0 0.0 0.8
H 5.12299 1.03047 -2.11720 -0.4 -0.6 0.1
H 2.92268 1.74754 -1.63488 0.0 -0.2 0.8
H 4.19551 2.76870 -0.20791 -0.3 -0.4 -0.2
H 4.93220 1.32986 0.10435 -2.3 -1.0 -2.7
H 1.51602 -1.19171 0.16111 0.2 0.6 0.6
H 0.76297 -0.35515 1.53020 0.4 0.4 -0.5
H 4.39053 -0.01356 3.25990 -0.7 -0.1 -0.4
H 2.65161 0.38502 3.59067 0.8 0.1 -0.3
H 3.55689 1.43863 2.48649 -0.2 -0.7 0.2
H 3.25123 -2.14941 0.70321 0.1 0.0 0.2
H -0.87807 0.55209 0.10009 0.7 0.0 -0.4
H -1.67923 0.99588 -2.82562 -0.1 0.1 0.8
H -0.94934 2.33269 -1.92259 -0.3 -0.8 0.1
H -3.18960 2.71328 -1.48417 0.4 -0.7 0.3
H -2.70429 1.94510 0.04796 0.3 -0.1 -0.6
H -3.95753 0.18193 -2.16765 0.1 0.3 0.6
H -3.93265 0.01944 -0.33838 -0.1 0.1 -1.0
H -6.14940 0.94390 -1.73065 0.5 0.3 0.4
H -5.33468 2.49978 -1.47357 0.1 -0.7 0.3
H -6.66919 2.37830 0.42433 0.5 -0.7 0.0
H -5.23000 1.65208 1.15866 -0.4 -0.3 -0.7
H -7.47173 0.40533 1.64071 0.6 -0.1 -0.6
H -7.68603 0.18535 -0.11100 0.6 -0.1 0.5
H -5.33006 -0.93883 1.57123 -0.3 -0.5 -0.7
H -5.60585 -1.22033 -0.23484 -0.2 -0.3 0.8
H -5.67607 -6.57113 -1.09241 -0.3 0.7 0.4
H 2.07294 4.17290 0.39244 -1.0 0.3 -0.2
H 0.70183 3.72498 2.24246 0.2 -0.8 -0.1
H 1.62089 2.37203 2.93630 -0.3 0.1 -0.5
H -0.89560 2.52097 3.38446 0.2 -0.5 -0.6
H -1.25077 1.97389 1.73989 0.6 -0.2 0.4
H -0.35178 0.90166 2.95264 -0.1 0.6 -0.7
Ca 6.29780 1.58616 1.14256 1.2 -0.3 1.9



13
Properties=species:S:1:pos:R:3:forces:R:3 method="wB97M-V/def2-TZVPD" multiplicity=1 e_lumo_ev=1.16 smiles="C1=C[C@H]2N[C@H]2C1" relative_energy_kcal_mol=37.5 orbital_gap_ev=10.1
C 1.19862 -0.04607 -0.66194 -0.1 0.1 -0.1
C 0.56205 1.12240 -0.56252 0.1 -0.1 0.0
C -0.60150 1.02759 0.37440 0.1 0.2 0.1
N -1.73021 0.14317 0.06360 -0.1 -0.1 -0.2
C -0.62417 -0.38366 0.84954 0.1 -0.1 0.2
C 0.48142 -1.13657 0.10742 0.0 0.0 0.0
H 2.08824 -0.23201 -1.25781 -0.2 0.0 0.0
H 0.84234 2.04088 -1.06935 0.0 -0.1 0.1
H -0.85217 1.87778 1.00219 0.0 -0.1 -0.1
H -1.69139 -0.20005 -0.89373 0.1 0.1 0.0
H -0.84825 -0.64205 1.88170 -0.1 0.0 -0.2
H 1.12380 -1.71976 0.77574 0.0 0.2 0.0
H 0.05121 -1.85165 -0.60924 0.1 0.0 0.2